Entry 1:
Computed, not measured: 2 unconnected molecules or ions with the total composition C2HF2N3, with ωB97M-V/def2-TZVPD.

Atoms and positions in Å:
C 2.258 0.056 -1.105
C 0.497 -3.490 -0.089
N 1.501 0.120 -0.185
N -0.132 -3.677 0.816
N 0.994 0.599 0.867
F 2.075 -0.435 -2.334
F 1.168 -3.572 -1.139
H 1.205 -0.018 1.679

Results
LUMO (alpha / beta), eV: -0.80 / -0.80
HOMO-LUMO gap (alpha / beta), eV: 8.867 / 8.871
Relative energy (zero: lowest compared OMol25 entry of this formula, charge and spin), kJ/mol: 296.2
E_HOMO (alpha / beta), eV: -9.666 / -9.666
Energy, eV: -11989.5745

=====

Entry 2:
Computed, not measured: 2 unconnected molecules or ions with the total composition C2HF3N2, with ωB97M-V/def2-TZVPD.

Atoms and positions in Å:
C -1.067 0.581 0.086
C -3.697 0.191 -0.074
N -0.139 -0.126 0.190
N -3.334 1.539 0.087
F -3.526 -0.492 1.118
F -4.956 -0.023 -0.357
F -2.960 -0.572 -0.907
H 0.765 -0.530 0.599

Results
LUMO (alpha / beta), eV: -1.87 / -1.89
HOMO-LUMO gap (alpha / beta), eV: 9.226 / 9.180
Relative energy (zero: lowest compared OMol25 entry of this formula, charge and spin), kJ/mol: 487.2
E_HOMO (alpha / beta), eV: -11.095 / -11.074
Energy, eV: -13217.1625

=====

Entry 3:
Computed, not measured: 2 unconnected molecules or ions with the total composition C2HF3N2O, with ωB97M-V/def2-TZVPD.

Atoms and positions in Å:
C -1.521 -1.106 1.008
C -0.618 -1.736 0.613
N 0.835 1.924 0.012
N 0.416 1.006 -0.714
O -0.644 0.746 -1.030
F 0.475 -2.453 0.395
F 2.136 2.172 0.152
F 1.391 0.029 -1.365
H -2.471 -0.582 0.930

Results
LUMO, eV: -0.25
SMILES: [O-]/[N+](F)=N/F.C#CF
HOMO-LUMO gap, eV: 10.615
Relative energy (zero: lowest compared OMol25 entry of this formula, charge and spin), kJ/mol: 762.2
E_HOMO, eV: -10.868
Energy, eV: -15260.2760

=====

Entry 4:
Computed, not measured: 2 unconnected molecules or ions with the total composition C2HF3O, with ωB97M-V/def2-TZVPD.

Atoms and positions in Å:
C -1.247 -0.534 -0.073
C 2.120 0.643 -0.198
O -0.392 -1.312 -0.361
F -1.175 0.248 0.989
F 1.052 1.082 -0.730
F 1.871 0.304 1.063
H -2.229 -0.431 -0.690

Results
LUMO, eV: 0.33
HOMO-LUMO gap, eV: 11.222
Relative energy (zero: lowest compared OMol25 entry of this formula, charge and spin), kJ/mol: 210.9
E_HOMO, eV: -10.889
Energy, eV: -12287.5183

=====

Entry 5:
Computed, not measured: 2 unconnected molecules or ions with the total composition C2HF3O2, with ωB97M-V/def2-TZVPD.

Atoms and positions in Å:
C 2.316 1.837 0.739
C 0.523 0.683 0.934
O 2.870 2.218 1.667
O 0.969 -0.562 1.174
F 2.277 2.204 -0.551
F -0.206 1.484 1.796
F 0.012 0.830 -0.263
H 0.217 -1.155 1.441

Results
LUMO, eV: 0.37
HOMO-LUMO gap, eV: 10.247
Relative energy (zero: lowest compared OMol25 entry of this formula, charge and spin), kJ/mol: 282.5
E_HOMO, eV: -9.873
Energy, eV: -14335.3767

=====

Entry 6:
Computed, not measured: 2 unconnected molecules or ions with the total composition C2HF3O2, with ωB97M-V/def2-TZVPD.

Atoms and positions in Å:
C -1.014 0.310 -0.146
C 0.323 -0.119 -0.238
O -2.017 -0.185 -0.433
O 1.276 0.640 0.042
F -1.105 1.512 0.453
F -0.163 -1.168 1.335
F 0.607 -1.167 -0.951
H 2.093 0.176 -0.062

Results
LUMO, eV: -1.26
HOMO-LUMO gap, eV: 10.763
Relative energy (zero: lowest compared OMol25 entry of this formula, charge and spin), kJ/mol: 269.6
E_HOMO, eV: -12.028
Energy, eV: -14335.5095

=====

Entry 7:
Computed, not measured: 2 unconnected molecules or ions with the total composition C2HF4IO, with ωB97M-V/def2-TZVPD.

Atoms and positions in Å:
C -0.208 -0.481 -0.400
C 0.740 -0.257 0.672
O -1.102 1.295 -0.675
F 0.224 -0.708 -1.570
F -1.234 -1.242 -0.105
F 0.139 -0.083 1.809
F 1.481 -1.404 0.719
I 2.001 1.510 -0.001
H -2.041 1.368 -0.447

Results
LUMO, eV: -0.86
HOMO-LUMO gap, eV: 9.197
Relative energy (zero: lowest compared OMol25 entry of this formula, charge and spin), kJ/mol: 265.5
E_HOMO, eV: -10.059
Energy, eV: -23105.2069

=====

Entry 8:
Computed, not measured: a single C2HF4P molecule, with ωB97M-V/def2-TZVPD.

Atoms and positions in Å:
C -1.924 0.699 -0.238
C 1.124 -0.254 0.283
F -2.145 1.625 0.663
F 1.883 -1.201 -0.280
F 1.205 0.862 -0.444
F -0.892 -1.136 -1.424
P -0.831 -0.569 0.124
H 1.580 -0.026 1.316

Results
LUMO (alpha / beta), eV: -1.41 / -1.41
SMILES: FC#P(F)C(F)F
HOMO-LUMO gap (alpha / beta), eV: 8.011 / 8.011
Relative energy (zero: lowest compared OMol25 entry of this formula, charge and spin), kJ/mol: 401.5
E_HOMO (alpha / beta), eV: -9.425 / -9.424
Energy, eV: -22244.8478

=====

Entry 9:
Computed, not measured: a molecular structure, C2HFINO2, with ωB97M-V/def2-TZVPD.

Atoms and positions in Å:
C -0.349 0.362 -0.243
C -0.185 0.388 1.091
N 0.389 -0.534 -1.073
O 1.229 -1.190 -0.483
O 0.218 -0.671 -2.274
F -1.071 1.239 1.597
I 1.025 -0.736 2.262
H -1.256 1.142 -0.877

Results
LUMO, eV: -0.79
HOMO-LUMO gap, eV: 9.202
Relative energy (zero: lowest compared OMol25 entry of this formula, charge and spin), kJ/mol: 86.7
E_HOMO, eV: -9.996
Energy, eV: -18488.0532

=====

Entry 10:
Computed, not measured: a single C2HFN2O2 molecule, with ωB97M-V/def2-TZVPD.

Atoms and positions in Å:
C -0.349 -0.156 0.979
C -1.527 -0.690 0.571
N 0.378 0.852 0.571
N 1.418 0.423 -1.533
O 1.478 0.733 -2.676
O 0.506 1.118 -0.770
F -1.937 -1.933 0.765
H 0.033 -0.347 2.094

Results
LUMO (alpha / beta), eV: -1.90 / -2.13
HOMO-LUMO gap (alpha / beta), eV: 7.771 / 8.138
Relative energy (zero: lowest compared OMol25 entry of this formula, charge and spin), kJ/mol: 895.7
E_HOMO (alpha / beta), eV: -9.672 / -10.268
Energy, eV: -11873.3558

=====

Entry 11:
Computed, not measured: a single C2HFN2O2 molecule, with ωB97M-V/def2-TZVPD.

Atoms and positions in Å:
C -0.350 -1.457 0.935
C 0.708 -0.044 -0.713
N -1.340 0.763 0.461
N -0.539 1.041 -0.342
O 1.325 0.130 -1.712
O 0.651 -0.979 0.153
F -0.013 -1.395 2.222
H -0.442 1.941 -1.004

Results
LUMO, eV: -0.05
HOMO-LUMO gap, eV: 9.213
Relative energy (zero: lowest compared OMol25 entry of this formula, charge and spin), kJ/mol: 496.2
E_HOMO, eV: -9.267
Energy, eV: -11877.4960

=====

Entry 12:
Computed, not measured: a molecular structure, C2HFNaO2, with ωB97M-V/def2-TZVPD.

Atoms and positions in Å:
C -0.505 0.637 -0.296
C -0.742 -0.288 0.565
O -0.874 -1.496 0.930
O -0.117 1.676 -0.775
H 2.260 0.786 -1.518
Na -2.564 -1.195 2.344
F 2.542 -0.121 -1.250

Results
LUMO (alpha / beta), eV: -1.51 / -1.50
HOMO-LUMO gap (alpha / beta), eV: 5.227 / 4.934
Relative energy (zero: lowest compared OMol25 entry of this formula, charge and spin), kJ/mol: 172.9
E_HOMO (alpha / beta), eV: -6.735 / -6.433
Multiplicity: 2
⟨S²⟩: 0.758
Energy, eV: -13316.4256